[1]
Formula: C4H6F2
Source: the OMol25 dataset
Level of theory: ωB97M-V/def2-TZVPD

ΔE to the lowest compared entry with this formula, charge and spin ... 4.38 kcal per mole
LUMO ... 1.0 eV
Kohn-Sham gap ... 11.10 eV
Calculated total energy ... -355.71771 Ha
Multiplicity ... 1
SMILES ... C=C(C)C(F)F

Atoms and positions in Å:
C1 -0.9365 1.3799 0.1551
C2 -0.7798 -0.0844 -0.0378
C3 -1.7647 -0.9723 -0.1444
C4 0.6821 -0.5242 -0.1024
H1 -1.9267 1.7910 0.0035
H2 -0.3213 1.9458 -0.5047
H3 -0.6580 1.6901 1.1804
H4 -1.6236 -2.0536 -0.0572
H5 -2.7950 -0.6518 -0.3035
H6 0.7567 -1.5916 -0.4350
F1 1.3797 0.2395 -1.0126
F2 1.2160 -0.2310 1.1118


[2]
Formula: C3H14O4
Source: the OMol25 dataset
Level of theory: ωB97M-V/def2-TZVPD

ΔE to the lowest compared entry with this formula, charge and spin ... 37.56 kcal per mole
LUMO ... 0.2 eV
Kohn-Sham gap ... 10.92 eV
Calculated total energy ... -423.60870 Ha
Multiplicity ... 1
SMILES ... CC(C)O.O.O.O

Atoms and positions in Å:
C1 0.2947 -1.7404 -1.3399
C2 -0.6527 -1.5011 -0.1457
C3 -1.4139 -0.2202 -0.2556
O1 0.1448 -1.5270 1.0618
H1 0.7715 -0.8617 -1.7901
H2 -0.2829 -2.3198 -2.0791
H3 1.1419 -2.4049 -1.1012
H4 -1.1755 -2.4605 -0.0544
H5 -2.1033 -0.2484 -1.0991
H6 -0.7945 0.6855 -0.3430
H7 -1.7901 -0.1583 0.7911
H8 0.8645 -0.8960 0.9251
H9 -1.0829 4.7735 2.0736
H10 0.1500 5.5332 1.5549
O2 -0.5895 5.5954 2.1615
H11 3.1572 -2.9223 -3.1511
H12 1.9893 -3.6658 -3.1023
O3 2.8865 -3.8092 -3.4516
H13 -1.2619 2.7577 3.0070
H14 0.1535 2.3504 2.9748
O4 -0.4069 3.0401 3.3633


[3]
Formula: C6H13N
Source: the OMol25 dataset
Level of theory: ωB97M-V/def2-TZVPD

ΔE to the lowest compared entry with this formula, charge and spin ... 121.55 kcal per mole
LUMO ... 0.9 eV
Kohn-Sham gap ... 8.71 eV
Calculated total energy ... -290.96505 Ha
Multiplicity ... 1

Atoms and positions in Å:
C1 -0.5877 -1.8531 2.5860
C2 -0.1839 0.7108 1.0507
C3 -1.3437 0.3114 0.1972
N1 -0.3415 0.8799 -0.6823
C4 -0.5091 1.0638 -2.1292
C5 0.4315 0.0485 -1.5670
C6 1.9233 0.2317 -1.5093
H1 -0.9790 -2.5828 1.8708
H2 -1.4231 -1.3747 3.1079
H3 0.0615 -2.3493 3.3095
H4 -0.4848 1.6301 1.5798
H5 -0.0131 -1.0870 2.0519
H6 -2.2534 0.9221 0.1966
H7 -1.5546 -0.7489 0.0273
H8 -0.1360 1.9770 -2.5840
H9 -1.4476 0.6893 -2.5393
H10 0.0934 -0.9875 -1.6148
H11 2.4178 -0.2270 -2.3719
H12 2.1850 1.2933 -1.4722
H13 2.2910 -0.2372 -0.5912


[4]
Formula: C2H2ClINO2
Source: the OMol25 dataset
Level of theory: ωB97M-V/def2-TZVPD

ΔE to the lowest compared entry with this formula, charge and spin ... 3.90 kcal per mole
Charge ... -1
LUMO ... 2.7 eV
Kohn-Sham gap ... 5.80 eV
Calculated total energy ... -1040.57656 Ha
Multiplicity ... 1

Atoms and positions in Å:
C1 -1.9022 -1.6373 1.1047
C2 0.3732 -0.1907 0.1296
N1 1.0957 -1.2151 0.3719
O1 -1.7491 -1.0785 2.0915
O2 -2.1055 -2.2231 0.1512
Cl1 1.3012 -2.4272 -0.7840
I1 4.0895 -0.0050 0.2073
H1 0.4752 0.5217 0.8680
H2 -0.3546 0.2383 -0.6818


| no. | strongest force on any atom (eV Å⁻¹) |
| --- | --- |
| 1 | 1.3 |
| 2 | 3.2 |
| 3 | 0.6 |
| 4 | 2.5 |